Computed, not measured: a structure of composition C17H21N5O2PtS, with wB97M-V/def2-TZVPD.

The geometry in XYZ format:
```
47
Properties=species:S:1:pos:R:3:mulliken_spin:R:1
N -3.0591 -0.2690 -0.9480 0.02
C -4.1825 -0.3145 -0.6979 0.01
C -5.5968 -0.3258 -0.3988 0.00
H -5.7756 -1.0832 0.3766 0.00
H -6.1696 -0.5546 -1.3122 0.00
H -5.8694 0.6667 -0.0125 0.00
N 1.1394 1.1463 -2.5944 0.23
C 1.6049 1.6694 -3.5130 -0.02
C 2.2258 2.4709 -4.5380 0.00
H 1.6815 2.3348 -5.4898 0.00
H 3.2837 2.1679 -4.6406 0.00
H 2.1822 3.5304 -4.2284 0.00
N 2.1446 -1.8913 0.6796 0.01
C 2.4586 -2.4852 1.6286 0.01
C 2.9732 -3.1862 2.7796 0.00
H 3.7067 -2.5244 3.2719 0.00
H 3.4550 -4.1293 2.4546 0.00
H 2.1289 -3.3819 3.4617 0.00
Pt -0.0032 -0.3313 -0.9825 1.07
C 1.5325 0.4394 0.0078 0.22
O 2.2397 1.1425 0.5934 0.00
C -1.1348 1.3088 -1.0047 0.23
O -1.5239 2.3768 -0.8167 0.00
C -1.3414 -1.4659 -2.6785 0.12
C -1.2583 -2.3046 -1.5515 0.14
C 0.0192 -2.7308 -1.0894 0.12
C 1.1703 -2.3144 -1.7799 0.10
C 1.0839 -1.4549 -2.8750 0.22
C -0.1927 -1.0253 -3.3330 0.22
H -2.3110 -1.1707 -3.0771 0.01
H -2.1509 -2.6787 -1.0625 0.00
H 0.0800 -3.4207 -0.2550 0.01
H 2.1536 -2.6741 -1.4868 0.01
H 1.9854 -1.1422 -3.3661 -0.01
H -0.2862 -0.3822 -4.1889 -0.01
S -1.0160 -0.1388 1.6800 1.20
C -0.2341 1.0916 2.6308 -0.07
N 0.0110 2.4302 2.4021 0.03
C 0.3779 3.1618 3.6288 0.00
C 0.4699 2.0457 4.6794 0.00
N 0.0993 0.8730 3.9178 0.10
H -0.2256 2.8886 1.5645 0.00
H -0.4109 3.9000 3.8881 0.00
H 1.3402 3.6738 3.4768 0.00
H -0.2526 2.1907 5.5010 0.01
H 1.4970 1.9194 5.0525 0.01
H -0.0499 -0.0489 4.2459 0.00
```

Properties
Charge: +4
Energy relative to the best compared isomer or geometry (same formula, charge and spin) (eV): 1.524
Spin multiplicity: 5



Computed, not measured: a cluster of 2 separate species, C5H10ClO4S in total, with wB97M-V/def2-TZVPD.

The geometry in XYZ format:
```
21
Properties=species:S:1:pos:R:3:lowdin_charge:R:1
O 2.3014 -0.0251 0.5250 -0.27
S 1.7853 -0.4200 -0.7460 0.60
O 2.6473 -1.0214 -1.7182 -0.30
C 0.2988 -1.3794 -0.5540 -0.26
C -0.7942 -0.7542 -1.4191 -0.71
Cl -2.2267 -1.8368 -1.4395 0.59
C -1.1290 0.5873 -0.7756 -0.21
C 0.0518 1.5458 -0.9854 -0.16
O 1.2347 0.8729 -1.4939 -0.27
H 0.0100 -1.2992 0.5227 0.07
H 0.5717 -2.3858 -0.8745 0.10
H -0.4757 -0.6767 -2.4579 0.10
H -2.0509 1.0176 -1.1726 0.11
H -1.2513 0.3352 0.3027 0.07
H -0.1358 2.2759 -1.7717 0.11
H 0.3163 2.0626 -0.0608 0.12
C -0.2310 0.2197 2.8240 -0.40
O -0.8500 -0.4716 1.8286 -0.42
H 0.5387 -0.3674 3.3750 0.04
H 0.3163 1.1322 2.4770 0.04
H -0.9277 0.5884 3.6141 0.04
```

Properties
Charge: -1
Calculated total energy (hartree): -1355.8489
Spin multiplicity: 1



Computed, not measured: a structure of composition C56H45O2P3ReSi, with wB97M-V/def2-TZVPD.

The geometry in XYZ format:
```
108
Properties=species:S:1:pos:R:3:mulliken_spin:R:1
Re -0.5145 0.6274 1.0013 0.57
C 1.7794 5.0726 4.0001 0.00
C 2.3139 4.9507 2.7281 0.00
C 1.5689 4.3889 1.7085 0.01
C 0.2738 3.9447 1.9634 -0.03
C -0.2650 4.0669 3.2461 0.03
C 0.4870 4.6389 4.2561 0.00
P -0.6657 3.0379 0.7047 0.10
C -2.3854 3.6089 0.8470 -0.06
C -3.4058 2.7231 0.5014 0.03
C -4.7276 3.0751 0.7009 0.00
C -5.0403 4.3071 1.2543 0.00
C -4.0292 5.2004 1.5758 0.00
C -2.7036 4.8601 1.3719 -0.01
C 0.0451 3.5571 -0.8989 0.00
C -0.2707 4.7818 -1.4693 -0.01
C 0.3270 5.1605 -2.6643 0.00
C 1.2369 4.3189 -3.2853 0.00
C 1.5459 3.0882 -2.7238 0.00
C 0.9626 2.6997 -1.5292 -0.01
Si 1.2915 1.0947 -0.5908 0.02
C -1.7920 -0.1250 -0.5735 0.08
C -1.9993 0.1685 -1.9153 0.10
C -2.8538 -0.6371 -2.6550 0.00
C -3.5011 -1.7251 -2.0847 0.02
C -3.2942 -2.0505 -0.7528 -0.02
C -2.4467 -1.2399 -0.0181 -0.11
P -1.9021 -1.2486 1.7218 0.18
C -1.6645 -2.9873 2.1591 -0.01
C -2.1998 -3.5496 3.3109 0.00
C -1.9785 -4.8914 3.5741 0.00
C -1.2222 -5.6586 2.6998 0.01
C -0.6754 -5.0902 1.5562 0.00
C -0.8910 -3.7525 1.2851 0.04
C -3.3062 -0.5909 2.6744 0.02
C -4.5674 -0.4124 2.1117 0.00
C -5.5776 0.1627 2.8618 0.00
C -5.3331 0.5729 4.1622 0.00
C -4.0775 0.4025 4.7242 0.00
C -3.0632 -0.1741 3.9833 0.00
C 2.0717 -0.5699 -1.0516 0.01
C 2.0005 -1.0928 -2.3365 0.01
C 2.5986 -2.3018 -2.6490 0.00
C 3.2784 -3.0061 -1.6682 0.00
C 3.3452 -2.5114 -0.3745 0.00
C 2.7255 -1.3073 -0.0508 -0.02
P 2.9659 -0.6250 1.6271 0.02
C 4.6858 -0.0611 1.6234 0.00
C 5.0477 1.0993 0.9421 0.00
C 6.3851 1.4353 0.8337 0.00
C 7.3567 0.6231 1.3968 0.00
C 6.9947 -0.5190 2.0956 0.00
C 5.6620 -0.8746 2.2012 0.00
C 2.6807 -1.6812 3.0629 -0.03
C 3.2981 -1.3053 4.2591 0.00
C 2.9695 -1.9569 5.4345 0.00
C 2.0110 -2.9615 5.4311 0.00
C 1.3789 -3.3151 4.2479 0.01
C 1.7120 -2.6792 3.0617 0.02
H 2.3723 5.5026 4.7927 0.00
H 3.3172 5.2915 2.5307 0.00
H 1.9869 4.2869 0.7190 0.00
H -1.2721 3.7213 3.4509 0.00
H 0.0697 4.7465 5.2460 0.00
H -3.1530 1.7577 0.0786 -0.01
H -5.5101 2.3838 0.4279 0.00
H -6.0700 4.5700 1.4416 0.00
H -4.2710 6.1653 1.9944 0.00
H -1.9197 5.5577 1.6329 0.00
H -0.9811 5.4392 -0.9863 0.00
H 0.0844 6.1139 -3.1113 0.00
H 1.7082 4.6187 -4.2088 0.00
H 2.2499 2.4337 -3.2140 0.00
H -1.5178 1.0198 -2.3768 0.00
H -3.0121 -0.4144 -3.6973 0.00
H -4.1672 -2.3255 -2.6843 0.00
H -3.7749 -2.9063 -0.3018 0.00
H -2.7999 -2.9482 3.9797 0.00
H -2.3891 -5.3310 4.4713 0.00
H -1.0559 -6.7042 2.9099 0.00
H -0.0765 -5.6867 0.8830 0.00
H -0.4812 -3.2894 0.3927 0.00
H -4.7535 -0.7269 1.0957 0.00
H -6.5592 0.2982 2.4339 0.00
H -6.1217 1.0233 4.7429 0.00
H -3.8956 0.7311 5.7358 0.00
H -2.0775 -0.3184 4.4122 0.00
H 1.4662 -0.5378 -3.0906 0.00
H 2.5383 -2.6876 -3.6550 0.00
H 3.7538 -3.9436 -1.9119 0.00
H 3.8805 -3.0634 0.3862 0.00
H 4.2905 1.7346 0.5092 0.00
H 6.6744 2.3281 0.3016 0.00
H 8.3992 0.8745 1.2848 0.00
H 7.7498 -1.1413 2.5531 0.00
H 5.3776 -1.7774 2.7266 0.00
H 4.0179 -0.4980 4.2658 0.00
H 3.4532 -1.6755 6.3584 0.00
H 1.7518 -3.4598 6.3541 0.00
H 0.6229 -4.0864 4.2522 0.00
H 1.2211 -2.9465 2.1368 -0.01
C 0.8799 1.0573 3.9952 0.00
O 1.8856 1.3450 3.0447 0.02
C 1.7171 0.7173 1.8130 -0.07
O 2.1176 1.6074 0.7611 0.06
H 1.1214 1.6554 4.8704 0.00
H 0.8747 -0.0060 4.2660 0.00
H -0.1210 1.3458 3.6211 0.01
```

Properties
Charge: +2
Calculated total energy (hartree): -3702.7803
Spin multiplicity: 2



Computed, not measured: a cluster of 9 separate species, C26H74N4O14 in total, with wB97M-V/def2-TZVPD.

The geometry in XYZ format:
```
118
Properties=species:S:1:pos:R:3:lowdin_charge:R:1
C -8.7002 13.9580 0.4154 -0.10
O -8.9492 15.2266 0.9859 -0.19
C -9.2579 16.1841 0.0120 -0.23
C -9.7603 17.4774 0.6722 -0.44
C -11.0564 17.2699 1.4227 -0.06
N -9.8775 18.6188 -0.2362 0.08
H -7.9109 14.0495 -0.3463 0.09
H -9.5807 13.6256 -0.1432 0.09
H -8.3382 13.2758 1.1755 0.09
H -8.3789 16.4409 -0.6026 0.12
H -10.0000 15.7629 -0.6867 0.13
H -9.0176 17.6782 1.4568 0.12
H -11.0326 16.4157 2.1038 0.08
H -11.8894 17.0260 0.7500 0.08
H -11.3611 18.1704 1.9536 0.07
H -9.0177 19.1350 -0.3614 0.03
H -10.1522 18.1789 -1.1117 0.07
C -5.3115 17.7770 -6.0551 -0.11
O -5.7893 18.9685 -5.4618 -0.20
C -6.9737 18.7570 -4.7145 -0.22
C -7.4238 20.0505 -4.0751 -0.46
C -8.6960 19.8656 -3.2657 -0.05
N -7.6338 21.1170 -5.0522 0.06
H -4.4914 18.0894 -6.6998 0.09
H -6.0898 17.2981 -6.6563 0.09
H -4.9402 17.0997 -5.2784 0.09
H -7.7703 18.3473 -5.3540 0.13
H -6.7450 17.9992 -3.9519 0.12
H -6.5816 20.2780 -3.3989 0.12
H -9.4343 19.5015 -3.9873 0.09
H -9.0357 20.8397 -2.9194 0.09
H -8.5546 19.1435 -2.4661 0.04
H -7.5657 22.0093 -4.5645 0.05
H -6.7790 21.1311 -5.6119 0.07
C -0.3916 15.8556 4.0012 -0.11
O -1.6289 15.1751 4.0589 -0.18
C -2.6161 15.8249 3.2914 -0.23
C -3.9479 15.1188 3.4968 -0.43
C -4.9922 15.5204 2.4858 -0.07
N -4.4533 15.5203 4.8404 0.04
H 0.2565 15.4324 4.7695 0.09
H -0.5187 16.9285 4.1621 0.07
H 0.1262 15.6738 3.0522 0.09
H -2.7028 16.8693 3.6103 0.13
H -2.3972 15.7725 2.2120 0.13
H -3.8035 14.0304 3.4888 0.14
H -4.7013 15.3245 1.4497 0.08
H -5.1319 16.6037 2.5565 0.07
H -5.9327 14.9960 2.6571 0.07
H -3.9181 14.9797 5.5213 0.07
H -5.3828 15.1045 4.9284 0.07
C -3.1523 21.6046 2.5964 -0.09
O -1.9480 21.3054 3.2746 -0.19
C -0.8062 21.6021 2.5058 -0.23
C 0.4529 21.3163 3.2811 -0.43
C 1.6650 21.8817 2.5376 -0.07
N 0.6309 19.8544 3.4765 0.03
H -3.9977 21.2789 3.1896 0.09
H -3.1346 21.0788 1.6312 0.06
H -3.1572 22.6667 2.3359 0.09
H -0.8592 21.0267 1.5717 0.12
H -0.8253 22.6750 2.2617 0.13
H 0.4518 21.7152 4.3018 0.14
H 1.4713 22.8897 2.1645 0.07
H 1.8293 21.3151 1.6145 0.08
H 2.5957 21.8587 3.0996 0.07
H -0.0966 19.5506 4.1268 0.06
H 1.4475 19.7620 4.0844 0.07
O -4.5641 23.5678 -0.6095 -0.09
C -5.8707 24.1110 -0.7494 -0.22
C -6.2795 24.2276 -2.2217 -0.20
O -6.6988 22.9425 -2.7207 -0.09
H -4.4935 22.7460 -1.1219 0.02
H -6.5641 23.4222 -0.2524 0.11
H -5.9200 25.0766 -0.2478 0.12
H -5.4746 24.5318 -2.8925 0.12
H -7.1060 24.9347 -2.2776 0.12
H -5.9053 22.3882 -2.6779 0.05
O -6.1855 20.6628 0.2702 -0.07
C -5.8140 19.3555 0.7305 -0.20
C -5.9161 18.4229 -0.4454 -0.19
O -4.8893 18.6387 -1.4344 -0.09
H -5.4146 21.0941 -0.1177 0.05
H -4.7918 19.3875 1.1164 0.12
H -6.5460 19.1114 1.5005 0.10
H -6.8576 18.4868 -0.9874 0.10
H -5.7638 17.3659 -0.1850 0.12
H -4.0062 18.5313 -1.0400 0.07
O -9.8887 22.7275 1.1775 -0.06
C -8.9442 21.6820 1.3672 -0.25
C -9.3717 20.7160 2.4471 -0.25
O -9.3051 21.2457 3.7738 -0.07
H -10.7007 22.3521 0.8236 0.08
H -8.7849 21.1362 0.4372 0.09
H -8.0200 22.1565 1.6897 0.12
H -8.8139 19.7712 2.3838 0.09
H -10.4299 20.4368 2.3543 0.11
H -8.6865 20.6729 4.2606 0.03
O -8.9210 17.1623 6.1003 -0.06
C -8.4541 17.5240 4.7946 -0.23
C -7.2392 18.4401 4.8360 -0.21
O -7.5790 19.7257 5.3829 -0.07
H -9.2149 17.9718 6.5300 0.08
H -8.1645 16.6193 4.2560 0.12
H -9.3209 17.9666 4.2932 0.12
H -7.0556 18.6646 3.7802 0.10
H -6.3960 17.8899 5.2530 0.12
H -7.6619 19.6021 6.3374 0.10
O -2.0860 19.0990 -1.4214 -0.06
C -1.8746 20.5012 -1.4584 -0.22
C -2.8178 21.2179 -2.4192 -0.22
O -4.1702 21.1866 -2.0272 -0.12
H -1.2502 18.6298 -1.3936 0.10
H -1.9594 20.9345 -0.4568 0.10
H -0.8694 20.7647 -1.8051 0.13
H -2.6804 20.8861 -3.4531 0.13
H -2.4280 22.2414 -2.4015 0.13
H -4.4476 20.2237 -2.0601 0.08
```

Properties
Charge: 0
Energy relative to the best compared isomer or geometry (same formula, charge and spin) (eV): 3.818
SMILES: COC[C@H](C)N.COC[C@H](C)N.COC[C@H](C)N.COC[C@H](C)N.OCCO.OCCO.OCCO.OCCO.OCCO
Spin multiplicity: 1



- Number 4 is which compound?
  C26H74N4O14